Formula: C5H11N4
Source: OMol25
Level of theory: wB97M-V/def2-TZVPD

Structure (XYZ):
```
20
Properties=species:S:1:pos:R:3:forces:R:3:nbo_charge:R:1
C 0.1326 -1.6760 0.9716 -4.2 -0.5 0.6 -0.31
C -1.1758 -1.3364 0.7318 3.9 2.9 -1.9 0.11
C 1.1742 -0.7603 0.9818 2.3 1.6 -0.5 0.43
C -0.7190 0.6613 -0.7548 0.3 -4.0 -0.9 0.62
C -0.9347 2.0857 -0.9734 -2.5 3.2 0.2 -0.73
N -1.5293 -0.0562 0.1062 0.4 -0.9 1.3 -0.63
N 1.0958 0.3479 0.3404 -1.8 0.9 -1.2 -0.71
N 2.2798 -1.1048 1.6588 3.2 1.5 0.4 -0.78
N -0.3647 -0.0261 -1.9215 -0.2 2.9 1.2 -0.76
H 0.4162 -2.5524 1.5001 -0.6 -1.1 0.0 0.24
H -1.9827 -1.9482 0.7910 -2.1 -1.9 0.7 0.22
H -0.5560 2.4571 -1.9182 0.6 -0.2 0.0 0.25
H -0.7580 2.8936 -0.1982 0.4 -1.6 -0.4 0.28
H -2.0580 2.2876 -1.1674 1.4 -0.9 0.4 0.28
H -2.2944 0.4311 0.5688 0.4 0.0 -0.2 0.43
H 1.8610 0.9695 0.1554 0.5 0.0 0.6 0.39
H 2.5079 -1.9978 2.1669 -0.6 1.6 -1.0 0.44
H 3.0356 -0.3158 1.5535 -1.6 -2.7 0.8 0.41
H 0.1073 0.6500 -2.5033 0.3 -0.9 -0.6 0.40
H -0.2376 -1.0100 -2.0892 0.0 0.0 0.5 0.43
```
Forces are in eV/Å.

As for the HOMO energy: -0.4872 Eh. As for the spin multiplicity: 1. Its SMILES is [H]/N=C(N)/C=C\NC(C)=[NH2+]. Its molar mass is 127.17 g mol⁻¹. The value obtained for the total energy is -415.8585 Ha. For the energy relative to the best compared isomer or geometry (same formula, charge and spin), the calculation gives 40.6 kcal/mol. Its net charge is +1.

Formula: C12H13LuNP
Source: OMol25
Level of theory: wB97M-V/def2-TZVPD

Structure (XYZ):
```
28
Properties=species:S:1:pos:R:3:forces:R:3:nbo_charge:R:1
C 0.9579 -2.0506 -3.6965 1.3 2.5 -1.8 -0.39
C 0.2598 -3.1998 -3.4354 -0.2 -0.5 1.6 -0.32
C -1.1168 -2.9261 -3.5762 0.2 0.2 -0.2 -0.32
C -1.2648 -1.6637 -4.1544 -0.7 0.7 1.1 -0.32
C -0.0234 -1.0331 -4.1626 2.7 0.4 -0.6 -0.45
Lu 0.9625 1.0620 -1.3822 0.0 -0.7 -1.4 0.98
P 3.6342 1.0691 -1.1832 -0.1 -0.4 -0.4 -0.33
H 2.0650 -1.9310 -3.9431 -1.5 -0.3 0.6 0.19
H 0.6904 -4.0645 -2.9352 -0.2 -0.1 -0.3 0.19
H -1.8906 -3.4317 -3.0449 -0.6 -0.7 -0.3 0.19
H 0.3143 -0.1508 -4.7967 -0.6 -1.1 0.9 0.19
H -2.1882 -1.1168 -4.2905 -0.2 -0.3 -0.2 0.19
H 3.5491 2.2136 -2.2071 0.6 -0.8 1.4 0.07
H 4.7502 0.0419 -1.2891 -0.8 1.4 0.2 0.10
H 3.2344 1.5581 0.1875 0.9 0.0 -1.2 0.07
N -0.2259 -0.0442 0.0689 -2.2 1.1 5.5 -0.64
C -0.6023 0.2771 1.1762 1.5 -1.6 -6.0 0.53
C -0.9355 0.7720 2.4203 -0.3 0.6 1.9 -0.26
C -0.6911 -0.0212 3.5728 -0.1 0.3 -0.4 -0.13
C -0.9042 0.5402 4.8259 0.0 -0.2 -0.4 -0.20
C -1.3605 1.8571 4.9354 0.0 0.0 -0.1 -0.16
C -1.6143 2.6377 3.8033 0.0 -0.2 -0.1 -0.21
C -1.4141 2.1099 2.5361 0.2 -0.6 -0.3 -0.13
H -0.3501 -1.0546 3.4387 -0.1 0.5 0.2 0.24
H -0.7122 -0.0717 5.7026 -0.1 0.2 0.0 0.23
H -1.5296 2.2793 5.9196 0.0 0.0 -0.1 0.23
H -1.9757 3.6592 3.8887 0.1 -0.2 0.1 0.23
H -1.6188 2.6826 1.6209 0.1 -0.2 0.5 0.24
```
Forces are in eV/Å.

As for the HOMO energy (alpha / beta): -0.1982 / -0.1970 Eh. As for the spin multiplicity: 1. Its molar mass is 377.18 g mol⁻¹. The value obtained for the total energy is -2096.3779 Ha.

Formula: C21H24AsNNdO6S
Source: OMol25
Level of theory: wB97M-V/def2-TZVPD

Structure (XYZ):
```
55
Properties=species:S:1:pos:R:3:forces:R:3:lowdin_spin:R:1
Nd 0.5398 0.4702 -0.6576 -3.0 -2.4 -3.1 3.03
C -1.1827 0.7456 -3.8781 0.1 0.0 0.1 0.00
C -1.3454 1.2849 -2.4814 -0.8 0.2 -0.3 0.00
C -0.9101 2.5761 -2.1717 -0.2 -0.2 -0.1 0.00
C -1.1992 3.1602 -0.9371 -0.2 0.1 -0.1 0.00
C -0.8765 4.5966 -0.6603 0.2 -0.1 0.0 0.00
C -1.8688 2.4017 0.0205 0.0 -0.1 0.0 0.00
C -2.2985 1.1016 -0.2417 -0.4 0.0 -0.3 0.00
C -3.1171 0.3506 0.7718 0.1 0.0 0.1 0.00
C -2.0444 0.5541 -1.5062 -0.5 0.4 -0.3 0.00
H -0.1822 0.9431 -4.2673 0.0 0.0 0.0 0.00
H -1.8902 1.2443 -4.5421 0.0 0.0 0.0 0.00
H -1.3824 -0.3241 -3.9170 0.0 0.0 0.0 0.00
H -0.4155 3.1636 -2.9362 0.1 0.0 0.0 0.00
H -1.7849 5.1942 -0.7582 0.0 0.0 0.0 0.00
H -0.1356 4.9811 -1.3588 0.0 0.0 0.0 0.00
H -0.5016 4.7195 0.3558 0.0 0.0 0.0 0.00
H -2.1131 2.8558 0.9746 0.1 0.0 0.0 0.00
H -4.0790 0.8465 0.9085 0.0 0.0 0.0 0.00
H -2.6217 0.3339 1.7440 0.0 0.0 0.0 0.00
H -3.3090 -0.6729 0.4529 0.0 0.0 0.0 0.00
H -2.4899 -0.3945 -1.7779 0.2 -0.1 0.1 0.00
O 4.7621 -0.3441 -1.1751 0.0 0.2 0.1 0.00
As 3.2681 0.3564 -0.6252 2.6 -1.1 -0.6 0.00
O 2.3850 0.8662 -1.9623 0.3 0.4 0.3 -0.01
O 2.2944 -0.8614 -0.0185 0.2 0.3 0.3 0.00
C 3.9168 1.4138 0.8464 -0.3 0.1 0.1 0.00
C 5.2788 1.4730 1.0782 -0.1 0.0 0.0 0.00
C 5.7441 2.0306 2.2666 0.0 0.0 0.1 0.00
C 4.8597 2.5028 3.2202 0.1 0.0 0.0 0.00
C 3.4888 2.4524 2.9943 -0.1 -0.1 0.0 0.00
C 3.0244 1.9063 1.8156 0.2 -0.1 -0.2 0.00
S 1.3057 2.0530 1.4368 0.1 1.3 1.4 0.00
O 0.7232 3.0541 2.2626 0.1 0.0 0.2 0.00
O 0.5992 0.7358 1.5004 0.4 0.7 1.8 0.00
O 1.3535 2.3882 -0.0156 0.8 1.4 1.1 -0.01
H 4.5642 -1.1399 -1.6847 0.1 0.0 -0.1 0.00
H 5.9663 1.0801 0.3433 0.0 0.0 0.0 0.00
H 6.8094 2.0878 2.4440 0.0 0.0 0.0 0.00
H 5.2334 2.9254 4.1430 0.0 0.0 0.0 0.00
H 2.7826 2.8500 3.7106 0.0 0.0 0.0 0.00
C 1.8398 -5.6537 -2.3596 0.0 0.1 0.1 0.00
C 1.2317 -4.3039 -2.1249 0.0 0.0 0.0 0.00
C 1.3940 -3.2565 -3.0244 0.0 0.0 -0.1 0.00
C 0.8307 -2.0279 -2.7521 -0.2 0.0 0.0 0.00
N 0.1028 -1.7772 -1.6560 0.1 -0.7 -0.3 0.00
C -0.0502 -2.7846 -0.7866 -0.2 0.0 -0.1 0.00
C 0.4825 -4.0391 -0.9812 0.0 -0.1 0.0 0.00
H 2.1083 -5.7969 -3.4043 0.0 0.0 0.0 0.00
H 1.1570 -6.4455 -2.0546 0.0 0.0 0.0 0.00
H 2.7456 -5.7584 -1.7585 0.0 0.0 0.0 0.00
H 1.9531 -3.3941 -3.9410 0.0 0.0 0.0 0.00
H 0.9565 -1.2047 -3.4458 0.1 0.0 0.0 0.00
H -0.6510 -2.5803 0.0943 0.1 0.0 0.1 0.00
H 0.3181 -4.8144 -0.2441 0.0 0.0 0.0 0.00
```
Forces are in eV/Å.

As for the HOMO energy (alpha / beta): -0.4631 / -0.4635 Eh. As for the spin multiplicity: 4. As for the expectation value of S²: 3.753. Its molar mass is 637.65 g mol⁻¹. The value obtained for the total energy is -4516.1245 Ha. For the energy relative to the best compared isomer or geometry (same formula, charge and spin), the calculation gives 0.0 kcal/mol. Its net charge is +1.

Formula: C4H8NS
Source: OMol25
Level of theory: wB97M-V/def2-TZVPD

Structure (XYZ):
```
14
Properties=species:S:1:pos:R:3:forces:R:3:nbo_charge:R:1
C -0.5837 -0.1603 -1.3828 0.2 0.2 0.2 -0.01
C -1.2669 0.7820 -2.0289 0.1 -0.3 -0.2 -0.51
C -1.5120 -0.9621 0.5256 0.1 -0.1 0.0 -0.07
N -1.1846 -1.2251 -0.6714 -0.6 0.5 0.1 -0.44
H 0.4932 -0.0911 -1.2498 0.0 -0.1 -0.4 0.24
H -2.3458 0.8363 -1.9935 -0.1 -0.2 -0.1 0.18
H -0.7485 1.5312 -2.6135 0.1 0.1 0.2 0.20
H -2.0981 -1.6974 1.0769 0.2 -0.2 0.1 0.14
H -1.1832 -0.0469 1.0365 -0.2 0.1 -0.2 0.21
C 2.1742 0.1297 1.5317 -0.5 -0.4 -0.4 -0.74
S 1.0861 1.4097 0.8241 0.1 0.4 0.4 -0.71
H 3.1121 0.1457 0.9806 0.2 -0.2 0.1 0.18
H 2.3842 0.1853 2.6040 0.0 0.3 0.0 0.17
H 1.6730 -0.8368 1.3608 0.4 0.0 0.1 0.17
```
Forces are in eV/Å.

As for the HOMO energy: -0.0856 Eh. As for the spin multiplicity: 1. Its molar mass is 102.18 g mol⁻¹. The value obtained for the total energy is -610.1142 Ha. For the energy relative to the best compared isomer or geometry (same formula, charge and spin), the calculation gives 1.9 kcal/mol. Its net charge is -1.